(1)
Entry from the OMol25 dataset: a structure of composition C56H65N10OsS3Si in a non-equilibrium geometry (ωB97M-V/def2-TZVPD).

As for the net charge: +3. The spin multiplicity is 1. The value obtained for the highest occupied orbital energy (alpha / beta) is -14.913 / -14.955 eV. As for the frontier orbital gap (alpha / beta): 0.227 / 0.227 Ha.

Structure (XYZ):
```
136
C56H65N10OsS3Si, DFT ωB97M-V/def2-TZVPD
Os -0.21 -0.41 -1.26
N 1.47 -0.49 -0.08
S 2.56 0.06 0.71
N 2.23 0.31 2.30
S 1.37 1.51 2.81
N 0.09 1.95 2.04
S -1.13 0.99 1.57
N -1.09 0.62 0.13
C -1.20 -0.34 2.75
C -1.86 -0.19 3.97
C -1.85 -1.24 4.87
C -1.17 -2.41 4.56
C -0.49 -2.54 3.36
C -0.50 -1.49 2.45
C -2.56 1.99 1.83
C -3.78 1.38 2.09
C -4.91 2.18 2.17
C -4.81 3.55 1.97
C -3.58 4.14 1.68
C -2.44 3.35 1.61
C 2.31 3.00 2.94
C 1.83 4.21 2.48
C 2.62 5.34 2.67
C 3.85 5.23 3.31
C 4.31 4.00 3.77
C 3.54 2.87 3.58
C 1.01 1.10 4.49
C 0.23 2.02 5.17
C -0.05 1.78 6.51
C 0.45 0.64 7.13
C 1.24 -0.26 6.42
C 1.53 -0.03 5.08
C 3.93 -1.05 0.87
C 3.87 -2.02 1.86
C 4.82 -3.02 1.86
C 5.80 -3.06 0.87
C 5.84 -2.09 -0.12
C 4.89 -1.08 -0.14
C 3.24 1.59 0.12
C 2.39 2.36 -0.68
C 2.83 3.59 -1.13
C 4.10 4.04 -0.79
C 4.93 3.27 0.02
C 4.50 2.04 0.49
H -2.37 0.73 4.22
H -2.37 -1.14 5.81
H -1.17 -3.23 5.27
H 0.05 -3.45 3.13
H 0.06 -1.57 1.52
H -3.87 0.31 2.21
H -5.87 1.73 2.38
H -5.70 4.17 2.03
H -3.51 5.20 1.52
H -1.48 3.80 1.39
H 0.87 4.28 1.99
H 2.27 6.30 2.32
H 4.45 6.12 3.46
H 5.26 3.93 4.28
H 3.88 1.90 3.95
H -0.15 2.91 4.68
H -0.65 2.49 7.07
H 0.24 0.46 8.17
H 1.63 -1.14 6.91
H 2.15 -0.72 4.52
H 3.11 -1.97 2.63
H 4.81 -3.78 2.64
H 6.54 -3.85 0.88
H 6.61 -2.11 -0.87
H 4.91 -0.32 -0.92
H 1.41 1.99 -0.92
H 2.19 4.20 -1.76
H 4.44 5.00 -1.15
H 5.91 3.63 0.28
H 5.14 1.45 1.13
N -0.92 2.57 -2.19
C -0.12 1.97 -3.07
N 0.24 2.65 -4.15
C 1.06 2.04 -5.00
N 1.39 2.66 -6.12
N 1.61 0.80 -4.79
C 1.21 0.20 -3.73
N 0.31 0.68 -2.82
C 1.73 -1.14 -3.38
C 2.80 -1.73 -4.02
C 3.25 -2.95 -3.53
C 2.62 -3.50 -2.42
C 1.55 -2.85 -1.85
N 1.09 -1.69 -2.33
H -1.29 3.47 -2.43
H -1.27 2.07 -1.38
H 0.99 3.56 -6.33
H 2.00 2.21 -6.78
H 3.25 -1.24 -4.86
H 4.08 -3.45 -4.00
H 2.95 -4.44 -2.01
H 1.03 -3.26 -1.00
C -3.81 0.67 -1.36
C -3.68 -0.36 -2.49
C -3.44 0.43 -3.79
C -5.05 -1.05 -2.58
Si -2.31 -1.74 -2.24
C -2.78 -2.98 -0.83
C -1.54 -3.72 -0.34
C -3.81 -4.04 -1.28
C -3.38 -2.25 0.39
C -1.95 -2.65 -3.92
C -1.16 -3.96 -3.75
C -1.17 -1.78 -4.92
C -3.28 -3.04 -4.60
H -4.61 1.36 -1.61
H -2.91 1.25 -1.20
H -4.06 0.21 -0.41
H -4.17 1.24 -3.85
H -3.57 -0.18 -4.68
H -2.45 0.88 -3.83
H -5.79 -0.28 -2.84
H -5.36 -1.48 -1.63
H -5.12 -1.82 -3.34
H -1.05 -4.29 -1.13
H -1.82 -4.42 0.45
H -0.81 -3.03 0.10
H -3.41 -4.72 -2.03
H -4.73 -3.60 -1.67
H -4.09 -4.64 -0.41
H -2.75 -1.42 0.72
H -3.47 -2.96 1.22
H -4.38 -1.87 0.19
H -0.17 -3.80 -3.32
H -1.01 -4.40 -4.75
H -1.68 -4.70 -3.16
H -0.12 -1.75 -4.67
H -1.55 -0.77 -5.01
H -1.24 -2.24 -5.91
H -3.96 -3.60 -3.95
H -3.05 -3.69 -5.45
H -3.81 -2.18 -5.00
```

=====

(2)
Entry from the OMol25 dataset: a cluster of 5 separate species, C56H66F4NO7S in total in a non-equilibrium geometry (ωB97M-V/def2-TZVPD).

As for the net charge: +1. The spin multiplicity is 1. The value obtained for the highest occupied orbital energy is -10.303 eV. As for the frontier orbital gap: 0.232 Ha.

Structure (XYZ):
```
135
C56H66F4NO7S, DFT ωB97M-V/def2-TZVPD
C -2.35 0.28 4.92
C -1.26 -0.28 3.99
C -0.38 0.89 3.47
C 0.33 0.63 2.17
C 1.36 -0.34 2.08
C 1.69 -1.13 3.33
O 3.06 -1.49 3.46
C 3.21 -2.82 3.84
C 3.00 -3.90 2.83
O 3.47 -3.07 4.96
C 1.97 -0.52 0.84
C 3.10 -1.51 0.61
O 2.91 -2.52 0.02
O 4.32 -1.22 1.06
C 4.59 0.15 1.39
C 6.07 0.32 1.75
C 6.17 1.23 2.98
S 7.62 2.33 2.84
C 1.58 0.22 -0.28
C 2.19 0.06 -1.65
O 1.20 -0.30 -2.62
C 0.66 -1.57 -2.41
C -0.64 -1.68 -1.95
C -1.22 -2.92 -1.74
C -0.49 -4.08 -1.99
C 0.82 -3.98 -2.48
C 1.38 -2.73 -2.69
C 0.57 1.14 -0.11
N -0.03 1.33 1.07
C -1.13 2.34 1.10
C -2.50 1.68 1.27
C -2.67 0.43 0.42
C -4.13 0.12 0.10
C -5.09 0.21 1.28
C -4.83 -0.91 2.33
C -6.01 -1.86 2.43
C -5.74 -3.11 3.28
O -4.34 -3.39 3.48
C -3.72 -3.91 2.42
C -2.24 -4.11 2.65
O -4.26 -4.17 1.39
H -1.93 0.71 5.82
H -3.05 -0.52 5.15
H -2.93 1.03 4.38
H -1.74 -0.75 3.13
H -0.66 -0.99 4.54
H -0.94 1.81 3.47
H 0.42 1.04 4.21
H 1.43 -0.57 4.22
H 1.06 -2.02 3.35
H 3.84 -3.95 2.14
H 2.84 -4.84 3.32
H 2.12 -3.69 2.22
H 4.39 0.78 0.53
H 4.02 0.48 2.25
H 6.51 -0.64 2.01
H 6.62 0.80 0.95
H 6.33 0.63 3.87
H 5.30 1.85 3.11
H 7.43 3.08 3.93
H 2.62 1.00 -2.01
H 2.98 -0.68 -1.67
H -1.22 -0.79 -1.77
H -2.24 -2.97 -1.39
H -0.94 -5.04 -1.81
H 1.38 -4.88 -2.68
H 2.39 -2.66 -3.05
H 0.24 1.71 -0.97
H -1.13 2.86 0.15
H -0.96 3.04 1.91
H -3.28 2.39 1.00
H -2.70 1.42 2.31
H -2.23 -0.43 0.93
H -2.15 0.52 -0.53
H -4.25 -0.86 -0.36
H -4.45 0.85 -0.65
H -6.08 0.04 0.88
H -5.13 1.18 1.76
H -3.91 -1.42 2.05
H -4.72 -0.42 3.29
H -6.82 -1.32 2.92
H -6.38 -2.18 1.45
H -6.24 -3.98 2.88
H -6.15 -2.96 4.27
H -1.91 -4.87 1.96
H -1.76 -3.15 2.47
H -2.08 -4.39 3.69
F 3.16 4.10 -6.18
C 2.13 3.23 -6.17
C 2.11 2.23 -5.22
C 1.05 1.33 -5.21
C 0.03 1.44 -6.15
C 0.08 2.46 -7.10
C 1.13 3.36 -7.11
H 2.92 2.16 -4.50
H 1.02 0.55 -4.46
H -0.79 0.74 -6.15
H -0.71 2.54 -7.84
H 1.18 4.16 -7.84
F 4.34 3.79 3.51
C 3.74 4.48 2.52
C 2.79 3.85 1.75
C 2.17 4.56 0.73
C 2.52 5.89 0.49
C 3.48 6.50 1.28
C 4.10 5.80 2.30
H 2.54 2.81 1.95
H 1.42 4.09 0.11
H 2.04 6.44 -0.31
H 3.76 7.53 1.09
H 4.85 6.26 2.93
F -7.33 -7.14 6.02
C -7.40 -7.43 4.71
C -8.49 -8.11 4.22
C -8.55 -8.40 2.86
C -7.52 -8.01 2.02
C -6.42 -7.32 2.53
C -6.36 -7.03 3.89
H -9.28 -8.42 4.90
H -9.40 -8.93 2.47
H -7.56 -8.24 0.97
H -5.62 -7.02 1.88
H -5.52 -6.49 4.31
F 5.18 8.72 -11.40
C 4.93 7.70 -10.56
C 5.94 6.80 -10.28
C 5.68 5.75 -9.41
C 4.42 5.61 -8.85
C 3.42 6.52 -9.15
C 3.67 7.58 -10.01
H 6.91 6.93 -10.74
H 6.46 5.04 -9.18
H 4.22 4.79 -8.17
H 2.43 6.41 -8.71
H 2.91 8.31 -10.25
```

=====

(3)
Entry from the OMol25 dataset: a structure of composition C56H66Ge2N2OS4V in a non-equilibrium geometry (ωB97M-V/def2-TZVPD).

As for the net charge: +1. The spin multiplicity is 3. The value obtained for the highest occupied orbital energy (alpha / beta) is -10.293 / -10.326 eV. As for the frontier orbital gap (alpha / beta): 0.276 / 0.298 Ha. The value obtained for the relative energy (zero: lowest compared OMol25 entry of this formula, charge and spin) is 10.93 kcal/mol.

Structure (XYZ):
```
132
C56H66Ge2N2OS4V, DFT ωB97M-V/def2-TZVPD
V -1.09 2.99 0.36
C 0.80 -6.91 -0.68
C 0.89 -5.70 0.21
C 2.04 -4.92 0.23
C 2.19 -3.86 1.10
C 3.50 -3.12 1.19
C 1.12 -3.53 1.95
C -0.07 -4.26 1.91
C -1.26 -3.91 2.77
C -0.16 -5.34 1.04
C 1.38 -2.56 3.07
C 1.82 -3.16 4.25
C 2.20 -2.40 5.33
C 2.17 -1.02 5.23
C 1.72 -0.38 4.07
C 1.28 -1.16 2.98
Ge 0.45 -0.45 1.34
S -0.29 1.65 1.82
S 1.59 -0.43 -0.58
Ge -0.51 -0.33 -1.42
S -1.21 1.78 -1.56
S -1.36 -1.38 0.40
C -0.92 -1.00 -3.23
C -0.18 -0.52 -4.33
C -0.57 -0.89 -5.61
C -1.67 -1.70 -5.83
C -2.39 -2.16 -4.74
C -2.03 -1.83 -3.44
C -2.87 -2.36 -2.34
C -2.57 -3.61 -1.79
C -1.36 -4.38 -2.22
C -3.40 -4.12 -0.79
C -4.50 -3.42 -0.33
C -5.39 -3.98 0.75
C -4.79 -2.18 -0.90
C -3.99 -1.64 -1.90
C -4.34 -0.31 -2.52
C 1.05 0.31 -4.22
C 2.29 -0.29 -4.00
C 2.44 -1.79 -3.85
C 3.44 0.50 -3.97
C 3.38 1.87 -4.18
C 4.63 2.71 -4.20
C 2.14 2.45 -4.43
C 0.98 1.69 -4.47
C -0.33 2.35 -4.83
C 1.88 1.11 4.11
C 1.04 1.89 4.89
C -0.13 1.30 5.64
C 1.26 3.27 4.96
C 2.30 3.87 4.26
C 2.54 5.35 4.36
C 3.14 3.06 3.50
C 2.96 1.69 3.42
C 3.89 0.86 2.58
H 1.40 -6.79 -1.58
H -0.23 -7.10 -0.98
H 1.16 -7.79 -0.16
H 2.87 -5.18 -0.43
H 4.22 -3.54 0.49
H 3.92 -3.19 2.19
H 3.39 -2.06 0.96
H -1.09 -3.01 3.36
H -1.48 -4.72 3.47
H -2.14 -3.75 2.15
H -1.07 -5.93 1.03
H 1.88 -4.24 4.29
H 2.54 -2.87 6.24
H 2.51 -0.41 6.05
H 0.02 -0.53 -6.45
H -1.96 -1.97 -6.83
H -3.26 -2.80 -4.89
H -0.91 -3.97 -3.12
H -1.61 -5.42 -2.40
H -0.60 -4.35 -1.43
H -3.17 -5.09 -0.36
H -4.98 -4.91 1.15
H -6.39 -4.18 0.37
H -5.49 -3.27 1.58
H -5.66 -1.62 -0.56
H -5.16 0.16 -1.99
H -4.63 -0.43 -3.57
H -3.48 0.37 -2.51
H 1.59 -2.33 -4.27
H 2.53 -2.08 -2.81
H 3.34 -2.13 -4.37
H 4.40 0.03 -3.82
H 5.48 2.16 -3.81
H 4.50 3.62 -3.61
H 4.88 3.02 -5.22
H 2.08 3.52 -4.62
H -0.27 3.43 -4.71
H -1.15 1.97 -4.22
H -0.58 2.14 -5.88
H -0.43 0.34 5.23
H -0.99 1.98 5.58
H 0.11 1.16 6.69
H 0.60 3.88 5.56
H 1.73 5.85 4.89
H 2.63 5.80 3.37
H 3.47 5.56 4.89
H 3.98 3.52 2.97
H 4.77 1.44 2.28
H 3.40 0.50 1.67
H 4.23 -0.03 3.12
C -4.13 1.00 0.87
C -4.15 2.31 0.13
O -3.12 3.18 0.69
C -3.41 4.59 0.66
C -2.88 5.23 1.93
H -4.73 0.26 0.34
H -4.53 1.12 1.88
H -3.12 0.61 0.94
H -5.10 2.83 0.26
H -3.96 2.18 -0.94
H -4.48 4.73 0.57
H -2.96 5.03 -0.25
H -3.59 5.11 2.75
H -2.69 6.29 1.79
H -1.94 4.76 2.26
C 2.28 2.97 -0.73
C 1.58 4.24 -0.42
N 0.30 4.37 -0.08
C 0.09 5.73 0.15
C 1.23 6.40 -0.07
N 2.16 5.45 -0.42
H 2.42 2.40 0.18
H 3.24 3.17 -1.19
H 1.67 2.37 -1.41
H -0.87 6.12 0.44
H 1.47 7.45 0.00
H 3.12 5.61 -0.65
```